The following is a DFT calculation (ωB97M-V with the def2-TZVPD basis set) of a structure of composition C17H25N3O3 at a distorted geometry.

```
48
Properties=species:S:1:pos:R:3:forces:R:3
C 3.5078 1.3630 3.5430 -6.8 -5.6 3.9
C 3.0835 0.0858 2.7623 0.2 -0.8 -3.5
H 3.7592 -0.8329 3.0174 -1.8 1.5 -0.3
H 3.2207 0.2934 1.5967 -0.2 -0.7 2.5
O 1.5481 -0.3073 2.8284 6.8 9.7 7.6
C 1.1284 -1.1476 2.1047 -1.4 -3.1 -1.4
O 1.7369 -1.6906 1.3110 5.0 -4.1 -7.1
N -0.0447 -1.5767 2.4465 1.8 8.5 9.1
C -0.8748 -0.6352 3.1697 2.7 4.7 1.8
H -0.3301 0.1064 3.8497 -0.2 -1.5 -0.7
C -1.6059 0.2685 2.2300 -9.6 -5.5 3.4
N -2.4828 -0.7880 1.3858 -4.1 3.1 2.8
C -3.8980 -0.2686 0.7960 10.0 6.5 2.1
C -3.3560 1.0365 -0.1687 -7.5 -10.4 -3.9
C -2.6204 0.3721 -1.4020 3.4 12.8 13.8
O -3.0557 -0.2310 -2.1716 -6.9 -11.3 -12.0
N -1.5600 1.1389 -1.4440 5.5 -3.5 -9.0
C -0.3919 0.8975 -2.3794 1.9 -1.3 0.9
C 0.9493 1.4608 -2.0954 -1.7 0.9 -2.6
C 1.9693 1.4120 -3.0261 -5.3 -6.1 -0.8
C 1.8655 0.2394 -4.0722 9.6 10.2 4.1
C 0.7715 -0.2150 -4.2441 -10.3 -10.4 -2.3
C -0.3019 -0.0948 -3.3329 -3.3 1.6 0.0
H -1.2784 -0.5359 -3.5021 0.4 -0.7 -0.4
H 0.7913 -1.3791 -4.9514 -0.5 3.8 1.7
C 3.0594 0.0136 -4.8081 0.4 5.5 -4.7
H 3.3935 -0.8508 -4.5215 3.5 -4.4 2.2
H 2.8828 -0.2068 -5.8655 -0.7 0.0 -0.2
H 3.6930 0.9967 -4.9688 -0.5 -2.4 1.2
H 2.7912 1.9209 -2.8403 4.0 2.2 0.5
H 1.0281 2.2459 -1.4148 0.1 1.1 1.6
H -1.1960 1.7069 -0.8585 1.7 4.4 5.9
H -4.3673 1.3437 -0.5570 0.8 -0.1 -0.3
H -3.0904 1.8160 0.2711 3.5 6.3 4.2
H -4.2791 -0.9503 0.2271 -3.0 -4.0 -2.8
H -4.2157 0.2758 1.6245 -2.0 -0.2 1.3
C -1.7226 -1.7555 0.7168 3.9 12.3 -0.8
C -0.8346 -2.1129 1.7061 -1.5 -17.2 -9.3
H -0.0973 -2.9782 1.0935 -1.6 1.8 1.1
H -1.3218 -2.8805 2.2340 -1.6 -1.3 1.2
H -2.4542 -2.1201 0.2347 -3.8 -5.1 -4.1
H -1.0231 -0.7673 -0.0792 -0.8 -3.4 0.8
H -2.5219 0.9182 2.7422 2.5 -1.7 -0.6
H -1.2984 0.8913 1.5829 3.9 4.3 -4.5
H -1.4626 -1.1965 3.7977 -2.1 -1.0 1.1
H 2.8579 2.1282 3.3740 -1.4 2.4 -1.0
H 4.4523 1.5267 3.4034 5.4 1.0 -0.6
H 3.1961 1.0633 4.6542 1.4 0.9 -1.9
```
Positions in Å, forces in eV/Å.

Calculated values
Calculated total energy, eV: -28629.0255
HOMO level, eV: -7.203
Kohn-Sham gap, eV: 7.73
LUMO energy, eV: 0.53
Energy above the lowest of the compared OMol25 structures with the same formula, charge and spin, eV: 21.288

The following is a DFT calculation (ωB97M-V with the def2-TZVPD basis set) of a structure of composition C47H59Br3CaN7OSi at a distorted geometry.

```
119
Properties=species:S:1:pos:R:3:forces:R:3
Ca 1.2103 -0.4521 0.7726 -1.6 -0.6 0.2
C -0.1511 -4.3778 3.5469 0.0 0.0 0.1
C 0.7631 -3.4855 4.3385 -0.1 -0.2 0.1
C 1.2767 -3.9191 5.5886 0.0 0.0 -0.1
C 2.1537 -3.1326 6.2665 0.1 0.1 0.0
C 2.5553 -1.8934 5.7142 0.0 -0.1 0.1
C 3.5149 -1.0305 6.3066 -0.1 -0.1 -0.1
Br 4.3262 -1.4665 7.9731 0.0 0.0 0.0
C 3.8971 0.1131 5.6794 -0.1 0.0 -0.2
C 3.3157 0.4512 4.4441 0.1 0.1 0.4
Br 3.9199 2.0509 3.6126 0.0 0.0 0.0
C 2.3318 -0.2988 3.8139 0.1 0.4 -0.4
O 1.7982 0.0486 2.6961 0.4 0.4 1.3
C 1.9707 -1.5313 4.4813 -0.1 -0.2 -0.1
N 1.0893 -2.3301 3.8260 0.0 0.2 0.1
H -0.6676 -5.0867 4.1960 0.0 0.0 0.0
H 0.4347 -4.9473 2.8195 0.0 0.0 0.0
H -0.8782 -3.7904 2.9869 0.0 0.0 0.1
H 0.9694 -4.8785 5.9865 0.0 0.0 0.0
H 2.5654 -3.4476 7.2161 0.0 0.0 0.0
H 4.6463 0.7590 6.1143 0.0 0.0 0.0
C -2.7126 -1.1706 4.1421 -0.3 -0.2 0.0
C -1.6271 -0.4960 3.7581 0.0 0.2 -0.3
N -1.6732 0.4105 2.6323 0.0 -0.4 -0.1
C -2.6914 0.0609 1.6521 -0.1 0.0 0.4
C -3.9045 -0.5669 2.1321 0.0 0.2 -0.4
C -3.9526 -1.1063 3.3816 0.2 -0.1 0.3
C -5.0165 -0.6418 1.1940 0.1 0.1 0.2
C -4.9048 -0.2098 -0.0748 0.1 0.1 -0.1
C -3.6665 0.3246 -0.5782 -0.1 -0.1 0.2
C -3.5481 0.8469 -1.8421 0.0 0.1 -0.2
C -2.3425 1.4056 -2.2675 0.0 -0.1 0.1
C -1.2697 1.3088 -1.3871 -0.1 -0.2 0.0
N -1.2932 0.7927 -0.1699 0.1 0.1 0.0
C -2.5265 0.3804 0.3224 0.1 0.2 -0.1
H -2.6305 -1.8382 4.9929 0.0 0.0 0.0
H -0.6755 -0.5789 4.2584 0.1 0.0 0.0
H -4.8487 -1.6052 3.7291 0.0 0.0 0.0
H -5.9547 -1.0509 1.5551 0.0 0.0 0.0
H -5.7581 -0.2426 -0.7453 0.0 0.0 0.0
H -4.4164 0.8325 -2.4951 0.0 0.0 0.0
H -2.2182 1.8520 -3.2441 0.0 0.0 0.0
H -0.3106 1.6649 -1.7342 0.0 0.1 0.0
C 1.8963 0.0702 -6.6115 0.0 0.0 0.0
C 1.4489 -1.2069 -5.9019 0.0 0.0 0.1
C 2.4288 -2.3325 -6.2579 0.0 0.0 0.0
C 0.0435 -1.5755 -6.3954 0.0 0.0 0.0
C 1.4051 -1.0414 -4.3846 0.1 0.2 -0.1
C 1.0308 -2.0977 -3.5693 -0.1 -0.2 0.0
C 0.9731 -1.9271 -2.1993 0.0 0.2 0.1
N 1.2478 -0.7638 -1.6035 0.2 -0.2 -0.8
C 1.6359 0.2508 -2.3734 0.2 0.6 0.4
C 1.7281 0.1546 -3.7498 0.0 -0.2 -0.3
C 1.9647 1.5420 -1.6484 0.0 -0.5 -0.3
C 2.2760 2.7089 -2.3272 0.0 0.3 -0.1
C 2.5038 3.8902 -1.6281 0.0 -0.1 -0.2
C 2.4222 3.8282 -0.2430 0.0 0.1 0.2
C 2.1319 2.6272 0.3691 0.0 -0.3 -0.1
N 1.9071 1.5027 -0.3188 0.3 0.6 -0.2
C 2.7997 5.2162 -2.3244 0.0 -0.1 0.1
C 1.6620 6.1967 -2.0071 0.0 0.0 0.0
C 4.1253 5.7799 -1.7960 0.0 0.0 0.0
C 2.9054 5.0635 -3.8408 0.0 0.0 0.0
H 1.9036 -0.0998 -7.6899 0.0 0.0 0.0
H 2.9050 0.3671 -6.3152 0.0 0.0 0.0
H 1.2178 0.9023 -6.4115 0.0 0.0 0.0
H 2.4868 -2.4447 -7.3434 0.0 0.0 0.0
H 2.1154 -3.2887 -5.8367 0.0 0.0 0.0
H 3.4296 -2.1129 -5.8803 0.0 0.0 0.0
H 0.0545 -1.7163 -7.4790 0.0 0.0 0.0
H -0.6718 -0.7863 -6.1563 0.0 0.0 0.0
H -0.3140 -2.4984 -5.9373 0.0 0.0 0.0
H 0.7782 -3.0666 -3.9818 0.0 0.0 0.0
H 0.6907 -2.7372 -1.5446 0.0 0.0 0.0
H 2.0440 1.0060 -4.3297 0.0 0.0 0.0
H 2.3110 2.7053 -3.4045 0.0 0.0 0.0
H 2.5779 4.7036 0.3737 0.0 0.0 0.0
H 2.0759 2.5371 1.4480 0.0 0.0 0.0
H 1.5594 6.3594 -0.9336 0.0 0.0 0.0
H 0.7072 5.8198 -2.3789 0.0 0.0 0.0
H 1.8605 7.1614 -2.4798 0.0 0.0 0.0
H 4.0836 5.9771 -0.7243 0.0 0.0 0.0
H 4.3540 6.7208 -2.3015 0.0 0.0 0.0
H 4.9469 5.0839 -1.9773 0.0 0.0 0.0
H 1.9693 4.7120 -4.2796 0.0 0.0 0.0
H 3.7015 4.3713 -4.1245 0.0 0.0 0.0
H 3.1335 6.0343 -4.2849 0.0 0.0 0.0
Br 2.6152 -2.7673 0.8275 0.3 -0.6 -0.2
C -3.2002 2.4629 4.1032 -0.2 0.1 0.1
Si -1.6458 2.0883 3.1452 0.0 -0.1 0.0
C -0.1791 2.3529 4.2583 0.2 0.0 0.1
C -1.5675 3.2708 1.7164 0.0 0.1 -0.2
H -3.2477 3.5178 4.3941 0.0 0.0 0.0
H -3.2437 1.8511 5.0079 0.0 0.0 0.0
H -4.0814 2.2272 3.5007 0.0 0.0 0.0
H -0.2522 3.3348 4.7375 0.0 0.0 0.0
H 0.7665 2.2998 3.7102 -0.1 0.0 0.0
H -0.1390 1.5978 5.0477 0.0 0.1 0.0
H -1.6144 4.2901 2.1157 0.0 0.0 0.0
H -2.4121 3.1278 1.0385 0.0 0.0 0.0
H -0.6512 3.1606 1.1346 0.0 0.0 0.0
C -3.0921 -3.2435 -2.0998 0.0 0.0 -0.1
C -2.4839 -3.6456 -0.7608 0.0 0.0 0.1
C -3.5954 -3.9039 0.2585 -0.1 0.0 0.0
C -1.6178 -4.8898 -0.9215 0.1 -0.1 0.0
N -1.6143 -2.5181 -0.3758 0.0 -0.1 0.0
N -1.1475 -2.6591 0.9888 0.2 0.1 -0.3
H -3.6705 -4.0680 -2.5237 0.0 0.0 0.0
H -2.3047 -2.9657 -2.8061 0.0 0.0 0.0
H -3.7579 -2.3837 -1.9783 0.0 0.0 0.0
H -4.2746 -4.6780 -0.1111 0.0 0.0 0.0
H -4.1681 -2.9884 0.4358 0.0 -0.1 -0.1
H -3.1820 -4.2218 1.2151 0.0 0.0 0.0
H -2.2354 -5.7650 -1.1380 0.0 0.0 0.0
H -1.0556 -5.0916 -0.0070 0.0 0.0 0.0
H -0.9046 -4.7625 -1.7409 0.0 0.0 0.0
H -2.2054 -1.6905 -0.3762 0.1 0.0 -0.1
H -0.1606 -2.9197 0.9691 0.0 0.1 0.0
H -1.2338 -1.7437 1.4267 -0.2 -0.2 0.3
```
Positions in Å, forces in eV/Å.

Calculated values
Calculated total energy, eV: -298627.8738
HOMO level, eV: -2.610
Kohn-Sham gap, eV: 4.34
Charge: -1
LUMO energy, eV: 1.73
Energy above the lowest of the compared OMol25 structures with the same formula, charge and spin, eV: 0.000